Record 1
Here is C34H39ClNO8RuSSb2Se4 as an isolated structure from OMol25. Energies are from wB97M-V/def2-TZVPD.

Geometry as XYZ:
```
91
C34H39ClNO8RuSSb2Se4, DFT wB97M-V/def2-TZVPD
Ru -0.37785 -1.46261 0.33474
Se -2.46586 -5.77336 -2.38423
Sb -2.88074 -4.46167 -0.34624
Se -2.78977 -1.52051 0.10038
Se -0.32551 -3.85224 0.15961
Se -3.46825 -5.62076 1.69949
O 0.48998 -2.51862 4.89974
Cl 0.38675 -1.48793 3.90939
O 1.43848 -0.51620 4.09926
O 0.53025 -2.10481 2.58508
O -0.89164 -0.83079 3.97857
O -0.43533 -0.91740 -2.33361
C 0.08363 -1.02230 -3.42361
C 1.53929 -0.73516 -3.68215
C 2.21408 -2.09696 -3.99806
C 1.50568 -3.35013 -3.43798
C 0.30706 -3.88236 -4.24285
C -0.94453 -3.00954 -4.18582
N -0.59048 -1.60729 -4.49373
H 1.96516 -0.28031 -2.79273
H 1.64565 -0.04196 -4.52150
H 3.22572 -2.06244 -3.59028
H 2.32079 -2.21785 -5.08284
H 1.20953 -3.16992 -2.40282
H 2.24891 -4.15095 -3.39636
H 0.03371 -4.86987 -3.86579
H 0.61423 -4.00527 -5.29204
H -1.38518 -3.02969 -3.19076
H -1.70901 -3.36299 -4.87701
H -0.00901 -1.58070 -5.32288
C -3.23397 0.76728 3.03438
C -3.95991 1.57308 1.99933
C -5.23530 2.06296 2.26923
C -5.93956 2.81642 1.34145
C -5.36004 3.10294 0.11635
C -4.08799 2.62118 -0.16653
C -3.38323 1.84965 0.75166
Sb -1.39040 1.16001 0.33822
C -0.47539 2.68109 1.58052
C 0.29145 2.18072 2.62866
C 0.89653 3.02829 3.54701
C 0.74358 4.39788 3.41177
C -0.02492 4.90380 2.37257
C -0.65268 4.06520 1.45392
C -1.52124 4.68709 0.39157
C -1.18680 1.82485 -1.68200
C -2.19282 1.41813 -2.55804
C -2.09739 1.65202 -3.92023
C -0.97119 2.28449 -4.42247
C 0.04653 2.66555 -3.56074
C -0.03429 2.44085 -2.18662
C 1.12097 2.85280 -1.31382
H -3.82427 0.67380 3.94587
H -2.28036 1.22759 3.30059
H -3.00780 -0.23777 2.67344
H -5.68272 1.83991 3.23159
H -6.93310 3.17884 1.57800
H -5.88715 3.70011 -0.61830
H -3.64133 2.87300 -1.11925
H 0.44586 1.11742 2.73906
H 1.48452 2.59796 4.34792
H 1.21949 5.07714 4.10998
H -0.14678 5.97755 2.26768
H -1.22531 5.72268 0.21361
H -2.56861 4.68265 0.70283
H -1.46986 4.14848 -0.55452
H -3.04268 0.86228 -2.17829
H -2.87635 1.30224 -4.58569
H -0.87202 2.45914 -5.48780
H 0.94194 3.13092 -3.95953
H 2.03195 2.94447 -1.90593
H 1.32476 2.12930 -0.52575
H 0.92782 3.81592 -0.83398
C 5.21246 -3.82265 4.50159
C 4.60928 -3.02363 3.37776
C 4.00023 -3.66816 2.30510
C 3.37806 -2.94629 1.30048
C 3.36966 -1.56104 1.36680
C 3.97704 -0.89946 2.41942
C 4.59792 -1.63429 3.41532
S 2.50046 -0.62745 0.14277
O 1.79058 -1.62818 -0.68502
O 3.45246 0.18616 -0.57552
O 1.46772 0.14161 0.86602
H 5.86884 -4.60897 4.12331
H 4.42716 -4.30157 5.09017
H 5.79082 -3.18653 5.17219
H 3.97889 -4.75182 2.27305
H 2.86156 -3.44406 0.49125
H 3.92042 0.17905 2.48413
H 5.04079 -1.12005 4.26051
```

Values from the calculation:
2S+1 ... 6
Calculated total energy ... -13015.03471 a.u.
Charge ... -2
Energy above the lowest of the compared OMol25 structures with the same formula, charge and spin ... 34.91 kJ/mol
LUMO energy (alpha / beta) ... 3.896 / 3.089 eV
Kohn-Sham gap (alpha / beta) ... 5.2169 / 5.3077 eV
⟨S²⟩ ... 8.82



Record 2
Here is C34H39HgN5O4P2 as an isolated structure from OMol25. Energies are from wB97M-V/def2-TZVPD.

Geometry as XYZ:
```
85
C34H39HgN5O4P2, DFT wB97M-V/def2-TZVPD
Hg -0.33719 -2.85797 -0.15909
C -1.12190 2.03731 -0.81443
C -1.50278 1.18062 -1.76595
C -0.93690 1.00922 -3.15141
C 0.30994 0.10449 -3.30794
C 1.48042 0.40053 -2.40359
C 1.68301 1.50937 -1.67762
C 1.05066 2.83880 -1.94195
C -0.09016 3.12032 -0.93444
C 1.44690 -1.84918 0.55592
H -1.64892 2.01371 0.14458
H -2.28520 0.44393 -1.52964
H -0.75764 1.98147 -3.61976
H -1.74575 0.54124 -3.73370
H -0.01172 -0.94082 -3.14610
H 0.64151 0.13638 -4.36210
H 2.16423 -0.45192 -2.29004
H 2.33863 1.48757 -0.79354
H 0.66754 2.89411 -2.96580
H 1.80703 3.63835 -1.85076
H 0.33966 3.31529 0.05964
H -0.58910 4.04957 -1.24188
H 1.12540 -1.30403 1.46213
H 1.85650 -1.12601 -0.16825
H 2.19636 -2.60661 0.82864
P 1.31295 -1.19642 -8.28515
P -1.79520 -0.74228 -7.93986
N 2.76180 -0.19707 -8.27136
N 2.06192 -2.44118 -9.32078
N -2.03013 0.99676 -7.72934
N -3.46917 -1.04216 -8.39211
C 0.41656 -0.26115 -9.62526
C -1.07501 -0.64175 -9.65577
C 3.21521 0.43058 -7.10082
C 4.24654 1.29390 -7.43448
C 4.43759 1.21099 -8.85381
C 3.50727 0.30603 -9.34358
C 2.22220 -3.76028 -8.87144
C 2.70524 -4.53458 -9.91731
C 2.85069 -3.67517 -11.05600
C 2.44605 -2.40592 -10.66426
C -1.81803 1.61775 -6.49373
C -1.92404 2.99243 -6.65542
C -2.19652 3.23675 -8.04026
C -2.24745 2.00239 -8.67393
C -4.34677 -0.32515 -9.21923
C -5.44391 -1.12814 -9.50896
C -5.23516 -2.39232 -8.85362
C -4.02422 -2.31860 -8.18336
H 0.86132 -0.44141 -10.61492
H 0.54291 0.81224 -9.40876
H -1.62770 0.05772 -10.29973
H -1.20968 -1.64604 -10.09177
H 2.75116 0.18521 -6.15613
H 4.79869 1.92392 -6.75112
H 5.16404 1.75068 -9.44725
H 3.32477 -0.01720 -10.35669
H 1.97006 -4.00928 -7.85092
H 2.92282 -5.59367 -9.88414
H 3.19791 -3.95003 -12.04443
H 2.39506 -1.49582 -11.24550
H -1.61946 1.00872 -5.62672
H -1.81267 3.73747 -5.87921
H -2.33294 4.19525 -8.52088
H -2.42625 1.76996 -9.71315
H -4.13531 0.68659 -9.51999
H -6.29014 -0.85014 -10.12061
H -5.89632 -3.24506 -8.88374
H -3.49128 -3.03145 -7.57614
O -1.45757 -1.99722 2.26035
C -1.41268 -0.76088 2.54605
O -1.33909 0.23982 1.78864
C -1.43790 -0.42918 4.04218
C -1.47354 0.92213 4.46727
C -1.41503 1.26642 5.81586
C -1.31014 0.25249 6.79105
C -1.30009 -1.10435 6.39705
C -1.37063 -1.43100 5.04401
N -1.14777 0.60252 8.16098
O -1.13560 1.81311 8.47751
O -1.01513 -0.30476 9.01191
H -1.53821 1.71896 3.72684
H -1.43668 2.30725 6.12874
H -1.22816 -1.87064 7.16553
H -1.36428 -2.48282 4.75633
```

Values from the calculation:
Calculated total energy ... -2729.60367 a.u.
Charge ... 0
LUMO energy ... -3.278 eV
Kohn-Sham gap ... 5.3087 eV



Record 3
Here is C34H39N11O5S4Sm as an isolated structure from OMol25. Energies are from wB97M-V/def2-TZVPD.

Geometry as XYZ:
```
94
C34H39N11O5S4Sm, DFT wB97M-V/def2-TZVPD
Sm -1.19745 -0.84177 0.35283
S -3.22655 -0.86419 2.34936
C -3.91247 -1.90684 1.16509
N -3.26658 -2.22129 0.06336
C -3.99239 -3.08989 -0.75169
C -3.57134 -3.60859 -1.97342
C -4.42109 -4.46118 -2.65168
C -5.67590 -4.79449 -2.13131
C -6.10125 -4.27965 -0.92029
C -5.24488 -3.42323 -0.23786
S -5.47786 -2.63184 1.29759
H -2.60369 -3.33829 -2.37902
H -4.10885 -4.87535 -3.60113
H -6.32141 -5.46729 -2.67976
H -7.07308 -4.53271 -0.51755
N 3.71804 1.21467 -6.64495
C 2.85810 0.50162 -5.84086
C 1.47477 0.67906 -5.94118
C 0.61568 -0.02070 -5.11650
C 1.12243 -0.90344 -4.16537
C 2.50002 -1.08888 -4.05634
C 3.35476 -0.38600 -4.87833
S -0.01790 -1.82417 -3.19352
O -1.31704 -1.26945 -3.51590
O 0.15361 -3.22998 -3.41475
N 0.24842 -1.46978 -1.58894
C 1.05363 -2.42597 -0.95994
N 0.62185 -2.77039 0.25585
C 1.25838 -3.74300 0.90427
C 2.34129 -4.38703 0.35753
C 2.77784 -3.89772 -0.86760
N 2.16911 -2.91189 -1.51007
H 3.34086 1.63281 -7.47767
H 4.66192 0.88052 -6.73285
H 1.07442 1.36083 -6.68214
H -0.45404 0.10437 -5.21069
H 2.88272 -1.79217 -3.33151
H 4.42568 -0.53084 -4.79265
H 0.87961 -3.98901 1.89086
H 2.83960 -5.19829 0.86589
H 3.65981 -4.30573 -1.34938
N 1.55625 2.00997 -0.79629
C 0.09137 1.94809 -0.83542
C -0.51365 1.74946 -2.21854
C -2.04139 1.63018 -2.17688
N -2.44778 0.32408 -1.58852
C -2.67185 2.76688 -1.38244
C -2.03424 2.93060 -0.00954
N -2.26312 1.71355 0.81050
C -0.53654 3.16219 -0.17341
H 1.93966 1.16405 -1.21413
H 2.09988 2.23432 0.85822
H 1.89280 2.78929 -1.35570
H -0.15524 1.08863 -0.21357
H -0.09970 0.85769 -2.68096
H -0.23683 2.60212 -2.84689
H -2.40599 1.68751 -3.20596
H -2.21025 -0.38263 -2.28724
H -3.46172 0.29797 -1.51612
H -3.74783 2.58873 -1.28150
H -2.55399 3.70172 -1.93455
H -2.46851 3.80238 0.48551
H -3.26428 1.55770 0.90071
H -1.97118 1.94301 1.76173
H -0.08287 3.36028 0.79306
H -0.37492 4.03939 -0.80822
O 2.45743 2.48175 1.78591
C 1.55304 2.47934 2.72807
N 0.37676 1.94782 2.62484
S -0.50304 2.29770 3.99970
O -0.82357 1.09254 4.69949
O -1.56913 3.17479 3.59843
C 0.77912 3.18715 4.82201
C 0.76667 3.84601 6.03239
C 1.93624 4.50479 6.40017
C 3.05814 4.49721 5.57398
C 3.04284 3.83673 4.35054
C 1.88167 3.17880 3.99215
H -0.11148 3.85550 6.66339
H 1.97064 5.03678 7.34156
H 3.94965 5.02558 5.88392
H 3.90586 3.83604 3.69821
C 3.55193 -1.25744 4.16213
N 2.17547 -1.26565 3.68804
C 1.07434 -1.69637 4.39053
C 0.01165 -1.54140 3.55706
N 0.44808 -1.03990 2.34742
C 1.74988 -0.89314 2.47102
H 3.59673 -0.79346 5.14458
H 4.16279 -0.68300 3.47043
H 3.93979 -2.27199 4.22799
H 1.13768 -2.03236 5.41069
H -1.02879 -1.73223 3.75594
H 2.42273 -0.53160 1.70784
```

Values from the calculation:
2S+1 ... 6
Calculated total energy ... -4548.30659 a.u.
Charge ... +1
Energy above the lowest of the compared OMol25 structures with the same formula, charge and spin ... 5.24 kJ/mol
LUMO energy (alpha / beta) ... -2.751 / -2.352 eV
Kohn-Sham gap (alpha / beta) ... 7.2620 / 7.6741 eV
⟨S²⟩ ... 8.76



Record 4
Here is C34H39N2O4Sn as an isolated structure from OMol25. Energies are from wB97M-V/def2-TZVPD.

Geometry as XYZ:
```
80
C34H39N2O4Sn, DFT wB97M-V/def2-TZVPD
O 0.19256 -5.30321 -2.38241
C 1.01331 -6.31707 -1.66269
C 0.68319 -7.45442 -2.60946
H 0.61868 -6.50376 -0.65859
H 2.07701 -6.04261 -1.61862
C -0.26923 -6.40519 -3.22731
H 0.13817 -8.28775 -2.16131
H 1.54614 -7.72105 -3.23392
C -1.71220 -6.76100 -2.93415
H -1.88789 -6.82414 -1.84895
H -1.92641 -7.72056 -3.43737
H -2.40497 -6.00637 -3.32090
C 0.03759 -6.31559 -4.70484
H 1.09336 -6.06632 -4.87394
H -0.59242 -5.59044 -5.22442
H -0.17690 -7.31462 -5.12792
Sn -0.14773 -0.04016 -1.09729
C 1.29968 2.62745 -2.10135
C 2.30973 2.51687 -1.11664
C 2.91771 1.23611 -1.24335
H 2.62771 3.31111 -0.44597
C 2.40309 0.62662 -2.42018
C 1.33450 1.45746 -2.90320
H 0.71318 1.27595 -3.78600
H 0.61456 3.46680 -2.23591
H 3.67262 0.82309 -0.58023
H 2.75625 -0.28250 -2.89429
C -2.85820 1.99127 -1.13481
C -2.44027 1.38149 -2.33370
C -2.48438 -0.03868 -2.14329
H -2.14003 1.90317 -3.24482
C -2.90869 -0.28058 -0.76842
C -3.10648 0.98449 -0.16529
H -3.44220 1.17071 0.85656
H -3.01151 3.05596 -0.99611
H -2.38457 -0.79618 -2.91901
H -3.13846 -1.25014 -0.33551
O -0.29220 -4.76866 0.60292
C -0.38113 -3.57759 -0.26672
C 1.05407 -3.21890 -0.68706
H -0.80186 -2.72045 0.30199
H -1.05700 -3.75609 -1.11509
C 1.95008 -3.78747 0.45653
H 1.20423 -2.14631 -0.88113
H 1.29145 -3.75263 -1.61000
C 0.92976 -4.53141 1.36869
H 2.47379 -2.98555 1.01538
H 2.69288 -4.50929 0.07205
H 0.74985 -3.84810 2.22624
H 1.30863 -5.49546 1.73936
O 0.42214 0.06391 1.56788
C 0.16831 1.29180 1.52210
N 0.22156 2.19309 2.56038
C -0.13724 3.51674 2.12246
C -0.50149 3.24459 0.64879
O -0.89609 4.09676 -0.14939
N -0.22027 1.93534 0.37490
C -1.25764 4.08150 2.99380
C -2.57937 4.04056 2.56075
C -3.59753 4.58667 3.35990
C -3.29592 5.17688 4.58980
C -1.97189 5.17393 5.04743
C -0.95460 4.62797 4.25344
C 1.05983 4.47283 2.14210
C 0.84558 5.84531 1.94331
C 1.90971 6.74679 2.03892
C 3.20804 6.26302 2.25452
C 3.42462 4.89440 2.46476
C 2.34582 3.99642 2.40295
H 0.29763 1.87159 3.51678
H -2.82298 3.61365 1.58508
H -4.62717 4.55073 3.00932
H -4.07497 5.64533 5.19633
H -1.71324 5.59497 6.02041
H 0.08668 4.66152 4.59327
H -0.17029 6.19141 1.73116
H 1.71537 7.81736 1.91570
H 4.04330 6.96595 2.30791
H 4.42586 4.50535 2.67707
H 2.50722 2.92533 2.56066
```

Values from the calculation:
Calculated total energy ... -1943.35004 a.u.
Charge ... +1
Energy above the lowest of the compared OMol25 structures with the same formula, charge and spin ... 9.86 kJ/mol
LUMO energy (alpha / beta) ... -6.756 / -6.762 eV
Kohn-Sham gap (alpha / beta) ... 4.5107 / 4.4248 eV



Record 5
Here is C34H39N5O2P2S2Sn as an isolated structure from OMol25. Energies are from wB97M-V/def2-TZVPD.

Geometry as XYZ:
```
85
C34H39N5O2P2S2Sn, DFT wB97M-V/def2-TZVPD
Sn -0.88520 -1.65108 -2.59076
C -0.66049 4.29993 -0.27940
C -1.05044 3.41583 -1.19413
C -0.85831 3.38002 -2.69263
C 0.29204 2.41246 -3.12498
C 1.59579 2.75499 -2.47013
C 1.98644 3.92212 -1.92187
C 1.28833 5.23159 -1.69768
C 0.44577 5.31069 -0.36507
C 1.31941 -1.83796 -2.50690
H -1.20825 4.28091 0.66999
H -1.63328 2.54044 -0.85163
H -0.65154 4.33167 -3.20635
H -1.78974 3.00587 -3.16290
H -0.04888 1.38001 -2.90593
H 0.37748 2.42088 -4.23522
H 2.32131 1.92667 -2.50129
H 3.01083 3.95883 -1.52564
H 0.63031 5.57848 -2.51735
H 2.11642 5.96146 -1.54862
H 1.14481 5.11792 0.46523
H 0.11821 6.35660 -0.18372
H 1.67136 -1.17078 -1.70615
H 1.57780 -1.45574 -3.50175
H 1.70503 -2.84295 -2.40882
P 1.37952 -1.51326 -6.63604
P -2.31340 -1.36654 -6.58735
N 2.55033 -0.24263 -6.88428
N 2.42266 -2.67444 -7.75206
N -2.52451 0.38221 -6.76815
N -3.82213 -1.69896 -7.62432
C 0.25614 -0.91930 -7.97459
C -1.13625 -1.60767 -8.01437
C 3.59458 -0.06280 -5.96457
C 4.60246 0.71378 -6.54750
C 4.17900 1.01133 -7.88322
C 2.94606 0.40127 -8.06615
C 2.52721 -4.02048 -7.41230
C 2.93697 -4.76445 -8.52700
C 3.11157 -3.82956 -9.59968
C 2.83533 -2.55707 -9.07864
C -2.92394 1.25769 -5.74380
C -2.67829 2.56470 -6.16003
C -2.08759 2.49230 -7.47114
C -2.10170 1.16047 -7.84482
C -4.38884 -0.99624 -8.69897
C -5.66386 -1.50543 -8.96018
C -5.86557 -2.60522 -8.06338
C -4.71883 -2.71899 -7.29001
H 0.72175 -1.11504 -8.96172
H 0.16701 0.17866 -7.88300
H -1.62598 -1.31843 -8.95972
H -1.01498 -2.70793 -8.06590
H 3.51753 -0.48325 -4.98054
H 5.52736 1.02621 -6.07490
H 4.71818 1.59791 -8.62791
H 2.31774 0.39636 -8.94319
H 2.29070 -4.33914 -6.41333
H 3.08565 -5.83134 -8.56035
H 3.38144 -4.06531 -10.61694
H 2.92792 -1.59785 -9.57201
H -3.35778 0.86607 -4.81317
H -2.93836 3.45016 -5.59717
H -1.66670 3.27744 -8.08228
H -1.81124 0.69454 -8.77219
H -3.85041 -0.20195 -9.20681
H -6.36025 -1.12236 -9.69408
H -6.74682 -3.23195 -8.00521
H -4.44371 -3.43826 -6.53340
O -1.05443 1.02535 1.08465
S -0.04626 -0.00476 0.94622
O 1.33785 0.37280 0.76346
N -0.53728 -1.12638 -0.15654
C -0.68360 -2.36312 0.36924
S -1.06790 -3.48309 -0.84237
C -0.53452 -2.40550 1.82306
C -0.66075 -3.40277 2.81141
C -0.50698 -3.10068 4.17482
C -0.19659 -1.79617 4.59977
C -0.02262 -0.79340 3.63515
C -0.20412 -1.12745 2.29238
H -0.88878 -4.42321 2.53920
H -0.61970 -3.87294 4.95254
H -0.11287 -1.55465 5.67811
H 0.22296 0.23236 3.91845
```

Values from the calculation:
Calculated total energy ... -3435.85006 a.u.
Charge ... +2
Energy above the lowest of the compared OMol25 structures with the same formula, charge and spin ... 0.00 kJ/mol
LUMO energy (alpha / beta) ... -9.229 / -9.127 eV
Kohn-Sham gap (alpha / beta) ... 2.2470 / 2.3491 eV



Which of these has the highest charge?
C34H39N5O2P2S2Sn



Which formula does entry 3 have?
C34H39N11O5S4Sm



Which of these has the lowest calculated total energy?
C34H39ClNO8RuSSb2Se4



Which formula does entry 5 have?
C34H39N5O2P2S2Sn